(1)
ORCA calculation (ωB97M-V/def2-TZVPD) on a molecular structure, C8H16Cl8F6Mg2N3O12S6.

ΔE to the lowest compared entry with this formula, charge and spin ... 1494.19 kJ/mol
Charge ... +1
E_HOMO ... -0.439 hartree

Atoms and positions in Å:
Mg (18.41, 15.27, 23.19)
Mg (24.79, 14.55, 20.24)
N (19.50, 14.52, 20.40)
S (19.80, 15.35, 19.07)
O (18.90, 15.22, 17.92)
O (21.17, 15.79, 18.82)
F (19.12, 16.59, 19.85)
S (20.22, 13.19, 19.62)
O (21.65, 13.27, 19.84)
O (19.66, 12.67, 18.37)
F (19.79, 12.09, 20.72)
N (23.89, 16.07, 22.73)
S (23.59, 17.48, 23.20)
O (24.55, 18.08, 24.10)
O (22.14, 17.85, 23.35)
F (23.96, 18.19, 21.75)
S (23.23, 15.40, 24.15)
O (21.76, 15.17, 24.01)
O (23.93, 15.61, 25.43)
F (23.66, 13.86, 23.91)
N (25.84, 15.18, 17.38)
S (26.40, 16.37, 16.57)
O (25.40, 17.23, 16.04)
O (27.64, 16.20, 15.81)
F (26.93, 17.16, 17.89)
S (25.39, 14.38, 15.89)
O (26.50, 13.66, 15.19)
O (24.22, 14.92, 15.20)
F (24.71, 13.13, 16.66)
Cl (16.59, 12.81, 12.20)
C (18.27, 12.68, 12.92)
C (18.73, 11.23, 12.71)
Cl (20.33, 10.92, 13.35)
H (18.27, 12.86, 14.00)
H (18.97, 13.39, 12.48)
H (18.75, 10.91, 11.67)
H (18.10, 10.50, 13.22)
Cl (22.74, 7.17, 20.23)
C (22.32, 6.72, 21.88)
C (22.78, 5.29, 22.22)
Cl (24.56, 5.24, 22.45)
H (21.24, 6.89, 21.90)
H (22.57, 7.48, 22.63)
H (22.49, 4.57, 21.45)
H (22.32, 4.98, 23.16)
Cl (27.49, 9.80, 23.82)
C (28.48, 9.48, 22.36)
C (27.66, 9.40, 21.07)
Cl (26.75, 10.92, 20.93)
H (29.08, 8.58, 22.52)
H (29.23, 10.27, 22.36)
H (26.89, 8.63, 21.15)
H (28.25, 9.23, 20.16)
Cl (15.68, 21.34, 21.66)
C (15.95, 22.10, 20.07)
C (16.32, 23.53, 20.34)
Cl (16.94, 24.26, 18.85)
H (15.11, 21.86, 19.40)
H (16.81, 21.62, 19.60)
H (16.94, 23.83, 21.18)
H (15.43, 24.08, 20.63)

***

(2)
ORCA calculation (ωB97M-V/def2-TZVPD) on a single C7H11NO2S molecule.

ΔE to the lowest compared entry with this formula, charge and spin ... 175.33 kJ/mol
E_HOMO ... -0.334 hartree

Atoms and positions in Å:
C (-0.88, 2.29, 0.92)
C (2.85, 1.67, -1.02)
C (0.59, -0.47, -0.58)
C (3.07, 0.44, -0.59)
C (-0.77, -0.04, 0.11)
C (-1.87, -0.21, -0.91)
C (-0.85, -0.59, 1.47)
N (-0.45, 1.36, 0.32)
O (-1.04, 3.35, 1.39)
O (2.49, -1.68, 0.83)
S (2.03, -0.31, 0.65)
H (3.20, 2.24, -1.91)
H (1.91, 2.09, -0.61)
H (0.68, -1.52, -1.00)
H (0.76, 0.10, -1.46)
H (3.75, -0.30, -0.98)
H (-1.46, 0.21, -1.84)
H (-2.84, 0.35, -0.58)
H (-2.19, -1.23, -1.02)
H (0.01, -0.47, 2.09)
H (-0.93, -1.70, 1.41)
H (-1.72, -0.20, 1.96)

***

(3)
ORCA calculation (ωB97M-V/def2-TZVPD) on a molecular structure, C6H8HgNaO6.

Spin multiplicity ... 2
ΔE to the lowest compared entry with this formula, charge and spin ... 25.87 kJ/mol
<S²> ... 0.768
E_HOMO (alpha / beta) ... -0.245 / -0.292 hartree

Atoms and positions in Å:
O (-2.87, 1.11, 1.64)
C (-3.10, 0.72, 0.40)
C (-2.87, 2.55, 1.72)
O (-2.98, 1.75, -0.46)
C (-2.70, 2.97, 0.25)
H (-2.04, 2.86, 2.36)
H (-3.82, 2.87, 2.15)
H (-1.68, 3.28, 0.01)
H (-3.42, 3.72, -0.07)
O (-2.89, -0.44, 0.03)
Hg (-2.12, -1.55, -2.13)
C (-0.47, -2.74, -0.39)
C (0.84, -3.32, -0.79)
O (1.98, -2.60, -0.16)
C (3.22, -3.09, -0.28)
O (3.45, -4.07, -1.04)
O (4.08, -2.61, 0.52)
H (-0.31, -1.94, 0.36)
H (-1.09, -3.54, 0.06)
H (1.04, -3.28, -1.87)
H (0.95, -4.38, -0.49)
Na (5.66, -3.90, -0.49)

***

(4)
ORCA calculation (ωB97M-V/def2-TZVPD) on 2 unconnected molecules or ions with the total composition C5H10O.

ΔE to the lowest compared entry with this formula, charge and spin ... 159.26 kJ/mol
E_HOMO ... -0.346 hartree
SMILES string ... C=C(C)C.C=O

Atoms and positions in Å:
C (0.84, 0.07, -1.43)
C (0.61, -0.41, -0.21)
C (1.34, 0.15, 0.99)
C (-0.40, -1.53, 0.01)
H (0.32, -0.31, -2.31)
H (1.57, 0.86, -1.59)
H (1.46, -0.59, 1.78)
H (0.81, 1.01, 1.42)
H (2.34, 0.50, 0.70)
H (-0.02, -2.47, -0.42)
H (-0.58, -1.71, 1.08)
H (-1.36, -1.30, -0.47)
C (-1.73, 1.43, 0.11)
O (-2.59, 1.02, -0.62)
H (-1.10, 2.31, -0.14)
H (-1.51, 0.96, 1.09)

***

(5)
ORCA calculation (ωB97M-V/def2-TZVPD) on a molecular structure, C7H14AlF4N3O2.

E_HOMO ... -0.382 hartree

Atoms and positions in Å:
C (-1.36, -2.05, -2.60)
N (-1.69, -0.60, -2.66)
C (-0.81, 0.13, -1.74)
C (-1.63, 1.04, -0.74)
C (-0.52, 1.67, 0.04)
N (-0.44, 1.14, 1.20)
C (0.68, 1.59, 2.07)
O (0.60, 0.92, 3.30)
N (1.68, -0.04, 3.23)
O (1.29, -1.13, 3.24)
C (-1.48, 0.17, 1.49)
C (-2.34, 0.02, 0.20)
H (-1.38, -2.43, -1.58)
H (-2.05, -2.61, -3.23)
H (-0.34, -2.20, -2.98)
H (-1.36, -0.33, -3.58)
H (-0.11, 0.79, -2.25)
H (-0.21, -0.54, -1.11)
H (-2.28, 1.74, -1.26)
H (0.14, 2.44, -0.32)
H (1.62, 1.28, 1.59)
H (0.70, 2.67, 2.17)
H (-1.25, -0.69, 2.10)
H (-2.14, 0.74, 2.16)
H (-2.23, -1.01, -0.11)
H (-3.38, 0.22, 0.42)
F (4.95, -0.50, -1.28)
Al (4.09, -0.60, 0.18)
F (2.65, 0.40, 0.07)
F (5.03, -0.02, 1.48)
F (3.59, -2.20, 0.49)

***

(6)
ORCA calculation (ωB97M-V/def2-TZVPD) on a single C4H2O2 molecule.

ΔE to the lowest compared entry with this formula, charge and spin ... 26.46 kJ/mol
E_HOMO ... -0.352 hartree
SMILES string ... O=C=C=CC=O

Atoms and positions in Å:
O (-0.16, -2.68, -0.75)
C (-0.30, -1.53, -0.79)
C (-0.63, -0.27, -1.02)
C (-0.33, 0.85, -0.36)
C (0.52, 0.68, 0.87)
O (0.15, 0.96, 1.97)
H (-0.73, 1.83, -0.61)
H (1.49, 0.17, 0.68)

***

For reference, molecular weight by record: 984.849 173.237 399.704 86.134 275.182 82.058 g/mol.
For reference, strongest force on any atom by record: 0.2138 0.0665 0.1041 0.0108 0.0653 0.0182 hartree/bohr.